(1)
DFT (ωB97M-V with the def2-TZVPD basis set) results for 2 unconnected molecules or ions with the total composition C12H24Cl2F5N3O5PS at a distorted geometry.

total charge: +1
electronic energy: -3171.0089 hartree
HOMO: -11.3 eV
LUMO energy: -3.05 eV

Element x y z (Å)
C -1.16776 0.28122 0.08563
C -0.06498 1.30954 -0.02254
O 0.72334 1.09913 -1.22777
N 2.05548 0.85907 -0.93230
C 3.00118 1.08198 -2.07987
Cl 3.07808 2.85473 -2.26387
C 4.34065 0.36335 -1.60390
Cl 5.66407 1.48064 -1.26035
C 3.89236 -0.31813 -0.29938
S 4.80177 -1.67940 0.44648
O 5.90814 -1.12498 1.15403
O 3.83716 -2.40148 1.22331
C 5.44433 -2.87707 -0.85888
F 4.79442 -4.03577 -0.65171
F 5.19889 -2.45987 -2.10517
C 6.96296 -3.14517 -0.65758
F 7.66324 -2.00178 -0.78868
F 7.33981 -4.00552 -1.62671
F 7.15366 -3.70496 0.54674
C 2.38598 -0.49416 -0.40137
P 2.13091 -1.78272 -1.79348
N 1.68034 -3.12935 -0.91082
O 0.73240 -1.26367 -2.44093
H -1.50885 -0.05050 -0.88080
H -0.83007 -0.54135 0.70270
H -1.98810 0.74948 0.61358
H 0.56129 1.24123 0.86137
H -0.45222 2.31701 -0.06759
H 2.35166 1.61081 -0.29369
H 2.61720 0.78311 -3.03487
H 4.71562 -0.27271 -2.38211
H 4.05916 0.44612 0.45908
H 1.87748 -0.73138 0.51902
H 2.27152 -3.91902 -1.11241
H 1.55084 -3.01341 0.08393
H 0.72604 -1.47168 -3.37563
C -5.35847 0.56917 2.56966
C -5.02628 1.88846 1.88106
C -6.23602 2.81267 1.69131
O -7.09429 2.43984 0.63612
C -8.06063 1.45214 0.95336
N -4.35074 1.60604 0.60660
H -5.87414 -0.12065 1.90277
H -4.44446 0.07511 2.89962
H -5.98656 0.73061 3.44637
H -4.31893 2.42224 2.52302
H -5.86449 3.80581 1.42507
H -6.79971 2.92179 2.62600
H -8.41645 1.55624 1.98172
H -7.66851 0.44374 0.80140
H -8.90293 1.59062 0.27784
H -4.04899 2.48596 0.19621
H -5.05638 1.26687 -0.04158



(2)
DFT (ωB97M-V with the def2-TZVPD basis set) results for C5H6O in the gas phase.

electronic energy: -269.3388 hartree
HOMO: -8.5 eV
SMILES: Cc1ccco1
LUMO energy: 1.14 eV

Element x y z (Å)
C 0.26324 0.67415 1.76602
C 0.05277 0.17636 0.37477
C 0.82495 0.14065 -0.74271
C 0.06514 -0.55214 -1.74116
C -1.11173 -0.87483 -1.15378
O -1.13658 -0.43830 0.13118
H 1.12113 0.17808 2.23190
H -0.62211 0.45440 2.36635
H 0.44102 1.75388 1.80220
H 1.82123 0.54924 -0.84904
H 0.37183 -0.79007 -2.75074
H -1.99605 -1.39869 -1.48535



(3)
DFT (ωB97M-V with the def2-TZVPD basis set) results for H5N5 in the gas phase at a distorted geometry.

electronic energy: -276.6708 hartree
HOMO: -8.2 eV
SMILES: N/N=N/NN
LUMO energy: 1.46 eV

Element x y z (Å)
N -0.30059 -1.23572 -0.55262
N -0.19553 -0.19584 0.15919
N -1.55521 -1.49617 -0.96649
N 1.36487 1.25534 1.12776
N 0.99559 -0.04066 0.76098
H -2.22884 -0.73710 -0.88251
H -1.57618 -2.01309 -1.83196
H 0.78573 1.55168 1.91023
H 1.22640 1.92126 0.36491
H 1.77064 -0.59947 0.40126



(4)
DFT (ωB97M-V with the def2-TZVPD basis set) results for a molecular structure, C54H45N9PPdS2 at a distorted geometry.

total charge: +3
electronic energy: -3842.3451 hartree
HOMO (alpha / beta): -15.2 / -15.2 eV
LUMO energy (alpha / beta): -9.00 / -9.10 eV

Element x y z (Å)
Pd 0.59638 0.05153 -0.12616
C 0.20775 -1.60267 -4.14972
C 0.09491 -1.55454 -2.76608
N -0.04645 -0.39443 -2.14085
C -0.07951 0.73221 -2.86931
C 0.14036 0.66836 -4.23540
N 0.27659 -0.49142 -4.87232
C -0.40000 1.97472 -2.12304
C -0.74861 3.17028 -2.71794
C -1.08805 4.27408 -1.93241
C -1.16864 4.05662 -0.54964
C -0.87278 2.81699 -0.02587
N -0.42766 1.82041 -0.79758
C -1.22773 2.44569 1.37016
C -2.43009 2.84436 1.93598
N -2.89014 2.38080 3.09375
C -2.18711 1.42097 3.68143
C -0.97913 0.98528 3.16861
N -0.48597 1.54680 2.05441
C -1.38478 5.59952 -2.53212
C -1.28929 5.80882 -3.90273
C -1.54929 7.07260 -4.41721
N -1.88794 8.11351 -3.65777
C -1.98480 7.91353 -2.34440
C -1.74826 6.68435 -1.74300
H 0.26352 -2.54726 -4.67795
H 0.10630 -2.44925 -2.15699
H 0.22766 1.56885 -4.83360
H -0.77937 3.23141 -3.79502
H -1.47419 4.84758 0.12040
H -3.04680 3.56841 1.41423
H -2.58575 0.98341 4.58989
H -0.38462 0.19948 3.60944
H -1.01801 5.02377 -4.59631
H -1.47969 7.25683 -5.48234
H -2.26313 8.77267 -1.74554
H -1.86261 6.61295 -0.66895
S 2.85816 -0.59938 -0.72667
C 2.75620 -2.28114 -0.67503
N 3.43609 -3.04796 -1.47368
C 3.40937 -4.51549 -1.31628
C 3.30260 -4.84664 0.13553
N 2.10963 -4.18238 0.68761
C 1.28356 -4.99547 1.61379
C 0.74102 -6.20411 0.89406
C -0.19733 -6.03188 -0.12042
C -0.69286 -7.12973 -0.80524
C -0.25037 -8.40742 -0.47967
C 0.67845 -8.58295 0.53304
C 1.17776 -7.48130 1.21770
C 1.85989 -2.94698 0.36959
S 0.62176 -2.07726 1.11574
C 4.36147 -2.56170 -2.52282
C 5.79994 -2.61174 -2.05644
C 6.26833 -1.78973 -1.03256
C 7.59104 -1.87745 -0.62148
C 8.45470 -2.78452 -1.22680
C 7.99598 -3.59573 -2.25013
C 6.66892 -3.51620 -2.65733
H 4.33743 -4.91806 -1.71761
H 2.57397 -4.93361 -1.88252
H 4.19133 -4.50479 0.67063
H 3.19814 -5.91933 0.27340
H 0.48533 -4.37169 1.99619
H 1.91601 -5.29608 2.45122
H -0.56213 -5.03342 -0.35539
H -1.43308 -6.99646 -1.58434
H -0.63727 -9.26635 -1.01185
H 1.01306 -9.57829 0.79525
H 1.89643 -7.62647 2.01944
H 4.05414 -1.56072 -2.80612
H 4.23981 -3.22850 -3.37650
H 5.60868 -1.06077 -0.56924
H 7.95364 -1.22852 0.16616
H 9.48480 -2.85444 -0.90053
H 8.67067 -4.28588 -2.74139
H 6.31733 -4.14909 -3.46750
N 0.81536 1.31325 1.61720
P 2.06606 1.32717 2.73461
C 3.44274 2.05949 1.87267
C 3.38965 2.47115 0.54396
C 4.50240 3.06861 -0.02905
C 5.64827 3.27539 0.72587
C 5.68914 2.89681 2.06422
C 4.58988 2.28371 2.63988
C 1.58918 2.44232 4.05061
C 1.07331 3.68109 3.63920
C 0.67251 4.60690 4.58580
C 0.78679 4.30874 5.94237
C 1.32851 3.09942 6.35127
C 1.73754 2.16338 5.40957
C 2.55231 -0.28699 3.32824
C 3.62685 -0.90801 2.68439
C 4.05072 -2.16121 3.09975
C 3.41304 -2.79789 4.15782
C 2.33937 -2.18853 4.79753
C 1.90769 -0.93684 4.38638
H 2.48384 2.34526 -0.02884
H 4.47559 3.38324 -1.06521
H 6.51310 3.74400 0.27351
H 6.57298 3.08862 2.65824
H 4.62236 1.98280 3.68223
H 1.01714 3.92178 2.58203
H 0.28651 5.57003 4.27538
H 0.46756 5.03394 6.68098
H 1.44254 2.88518 7.40663
H 2.20117 1.24458 5.74056
H 4.13379 -0.40648 1.86987
H 4.90044 -2.63018 2.61564
H 3.76279 -3.76518 4.49917
H 1.84972 -2.68169 5.62843
H 1.07650 -0.47756 4.90706